{"formula": "C25H44F5O6P2Ti", "method": "wB97M-V/def2-TZVPD", "spin_multiplicity": 1, "total_energy_ev": -94205.5008, "relative_energy_kj_mol": 132.24, "total_charge": 1, "max_force_ev_per_a": 2.92, "gap_ha": [0.2559, 0.2673], "lumo_energy_ha": [-0.08016, -0.08238], "elements": ["Ti", "P", "P", "F", "F", "F", "F", "F", "O", "O", "O", "O", "O", "O", "C", "C", "C", "C", "C", "C", "C", "C", "C", "C", "C", "C", "C", "C", "C", "C", "C", "C", "C", "C", "C", "C", "C", "C", "C", "H", "H", "H", "H", "H", "H", "H", "H", "H", "H", "H", "H", "H", "H", "H", "H", "H", "H", "H", "H", "H", "H", "H", "H", "H", "H", "H", "H", "H", "H", "H", "H", "H", "H", "H", "H", "H", "H", "H", "H", "H", "H", "H", "H"], "xyz": [[-0.740, 1.573, 0.258], [0.027, -1.408, 1.292], [0.854, -0.586, -1.399], [-3.350, 0.454, 0.695], [-2.405, -0.159, -1.205], [-4.342, 1.626, -1.838], [-2.392, 2.578, -1.915], [-3.724, 2.913, -0.230], [-0.750, -0.146, 1.280], [1.987, -0.761, -2.487], [-0.255, -1.572, -1.869], [0.590, -1.603, 2.756], [-0.742, -2.710, 0.859], [0.279, 0.780, -1.287], [3.177, 1.388, -2.539], [-2.975, -2.397, 1.835], [-1.058, 5.054, -0.866], [-2.477, -4.164, 0.099], [-3.302, 1.977, -1.093], [-0.168, -2.782, -2.653], [0.144, -2.470, -4.108], [-2.545, 0.919, -0.335], [3.247, -0.114, -2.736], [-0.370, -3.345, 4.154], [0.821, -3.755, -2.036], [-1.315, 3.558, 1.234], [0.650, 3.342, -0.147], [-0.609, 3.944, 0.072], [0.070, 6.091, -0.999], [4.351, -0.756, -1.902], [-0.712, 2.730, 2.210], [-2.179, -2.758, 0.592], [0.890, -2.809, 3.489], [1.493, -1.225, 0.209], [1.567, -3.863, 2.629], [1.291, 2.605, 0.873], [0.635, 2.321, 2.071], [1.354, 1.660, 3.208], [-2.323, 5.787, -0.419], [-3.196, 5.144, -0.414], [1.829, -3.358, -2.132], [4.337, -1.838, -2.022], [-2.518, 6.597, -1.117], [-1.238, 4.619, -1.854], [0.912, 0.690, 3.434], [2.408, 1.527, 2.970], [1.283, 2.282, 4.099], [0.916, 5.713, -1.565], [-0.913, -2.537, 4.633], [1.733, -4.751, 3.232], [-2.192, 6.217, 0.571], [4.243, -0.512, -0.847], [2.339, 2.340, 0.753], [2.052, -2.144, 0.062], [-1.014, -3.814, 3.417], [0.937, -4.128, 1.784], [0.422, 6.395, -0.016], [2.306, 1.792, -3.052], [4.074, 1.846, -2.953], [-2.380, -2.035, -0.195], [1.181, -2.174, -4.235], [-2.227, -4.896, 0.862], [-1.242, 2.521, 3.134], [-2.606, -1.466, 2.262], [5.315, -0.387, -2.243], [0.772, -4.708, -2.554], [0.584, -3.926, -0.988], [-2.921, -3.184, 2.583], [3.105, 1.622, -1.478], [-3.535, -4.234, -0.130], [1.588, -2.455, 4.259], [-4.016, -2.251, 1.562], [2.528, -3.514, 2.262], [-1.915, -4.391, -0.803], [-0.111, -4.081, 4.910], [-2.271, 4.016, 1.472], [3.423, -0.335, -3.796], [-0.044, -3.353, -4.710], [-0.495, -1.664, -4.460], [1.213, 3.590, -1.042], [-0.308, 6.969, -1.517], [-1.189, -3.175, -2.587], [2.135, -0.489, 0.697]]}